Record 1
{
  "formula": "C30H43Cl5InP2",
  "method": "the ωB97M-V functional and the def2-TZVPD basis",
  "symbols": ["In", "C", "C", "C", "C", "C", "C", "H", "H", "H", "C", "H", "H", "H", "C", "H", "H", "H", "C", "H", "H", "H", "C", "H", "H", "H", "C", "C", "C", "C", "C", "C", "C", "C", "H", "H", "H", "H", "H", "H", "H", "H", "H", "H", "H", "H", "P", "P", "C", "C", "H", "H", "H", "H", "C", "H", "H", "H", "C", "H", "H", "H", "C", "H", "H", "H", "C", "H", "H", "H", "Cl", "C", "C", "C", "Cl", "C", "Cl", "C", "Cl", "C", "Cl"],
  "xyz": [[-0.44, -1.46, 0.75], [-0.14, 2.17, 1.19], [-0.05, 2.50, -0.19], [-1.97, 1.29, 0.10], [-1.33, 1.43, 1.38], [-1.18, 1.97, -0.85], [0.79, 2.56, 2.26], [1.74, 2.93, 1.87], [1.00, 1.73, 2.94], [0.34, 3.37, 2.87], [-1.82, 0.94, 2.68], [-1.03, 0.95, 3.45], [-2.23, -0.08, 2.61], [-2.64, 1.57, 3.06], [-3.24, 0.61, -0.19], [-4.10, 1.23, 0.12], [-3.33, -0.34, 0.36], [-3.36, 0.40, -1.26], [-1.52, 2.13, -2.28], [-2.29, 2.91, -2.38], [-1.93, 1.21, -2.72], [-0.65, 2.44, -2.88], [0.98, 3.35, -0.82], [0.61, 4.38, -0.92], [1.24, 3.00, -1.83], [1.91, 3.39, -0.22], [6.83, -2.59, 0.04], [7.17, -1.30, 0.12], [7.96, -0.52, -0.90], [7.85, -0.98, -2.37], [6.46, -1.14, -2.90], [5.68, -2.22, -2.82], [6.04, -3.55, -2.21], [7.11, -3.52, -1.11], [9.03, -0.52, -0.63], [8.47, -1.87, -2.52], [7.65, 0.54, -0.84], [8.10, -3.35, -1.56], [6.35, -3.07, 0.89], [6.96, -0.75, 1.04], [7.15, -4.54, -0.68], [5.12, -4.00, -1.81], [4.70, -2.20, -3.32], [6.38, -4.23, -3.00], [8.32, -0.18, -2.97], [6.09, -0.26, -3.44], [2.29, -0.88, 0.53], [0.48, -1.39, -1.90], [3.00, -1.99, -0.80], [1.96, -2.51, -1.82], [3.50, -2.83, -0.28], [3.79, -1.42, -1.31], [2.38, -2.54, -2.83], [1.63, -3.53, -1.59], [-0.82, -2.32, -2.78], [-1.53, -1.58, -3.18], [-1.33, -2.99, -2.09], [-0.35, -2.88, -3.59], [1.03, -0.28, -3.26], [1.47, -0.92, -4.04], [1.78, 0.45, -2.92], [0.16, 0.25, -3.68], [2.93, -1.54, 2.11], [2.76, -0.78, 2.88], [4.02, -1.68, 2.01], [2.46, -2.48, 2.38], [3.45, 0.55, 0.43], [3.26, 1.17, -0.45], [4.48, 0.15, 0.39], [3.34, 1.15, 1.34], [-4.00, -1.79, 2.24], [-3.08, -3.22, 1.99], [-1.75, -3.17, 1.56], [-1.04, -4.35, 1.50], [0.65, -4.29, 1.02], [-1.62, -5.60, 1.77], [-0.72, -7.04, 1.59], [-2.99, -5.65, 2.15], [-3.73, -7.13, 2.46], [-3.72, -4.45, 2.26], [-5.37, -4.51, 2.68]],
  "lowdin_charge": [0.819, -0.258, -0.197, -0.255, -0.247, -0.241, -0.054, 0.062, 0.070, 0.096, -0.080, 0.083, -0.009, 0.103, -0.062, 0.102, -0.003, 0.079, -0.056, 0.098, 0.065, 0.069, -0.036, 0.107, 0.075, 0.070, -0.113, -0.120, -0.185, -0.201, -0.097, -0.138, -0.185, -0.197, 0.124, 0.101, 0.109, 0.102, 0.099, 0.099, 0.115, 0.099, 0.089, 0.124, 0.115, 0.106, 0.788, 0.780, -0.380, -0.399, 0.084, 0.063, 0.072, 0.060, -0.259, 0.055, 0.040, 0.060, -0.224, 0.061, 0.048, 0.041, -0.273, 0.057, 0.048, 0.014, -0.229, 0.044, 0.045, 0.047, 0.768, -0.678, -0.285, -0.695, 0.704, -0.700, 0.724, -0.707, 0.750, -0.701, 0.730],
  "homo_ev": [-9.49, -9.51],
  "molar_mass_g_mol": 757.7,
  "charge": 1,
  "e_above_lowest_kj_mol": 0.00,
  "e_lumo_ev": [-4.537, -4.537],
  "gap_ha": [0.18214, 0.18288]
}

Record 2
{
  "formula": "C4H14N3",
  "method": "the ωB97M-V functional and the def2-TZVPD basis",
  "symbols": ["C", "C", "N", "N", "N", "H", "H", "H", "H", "H", "H", "H", "H", "C", "C", "H", "H", "H", "H", "H", "H"],
  "xyz": [[-1.05, -1.56, -2.59], [0.73, -0.52, -1.29], [0.03, -0.58, -2.43], [0.87, -1.54, -0.43], [1.48, 0.56, -1.05], [-0.13, 0.32, -2.87], [0.26, -2.34, -0.51], [1.81, -1.83, -0.17], [1.38, 1.33, -1.70], [1.94, 0.72, -0.17], [-1.81, -1.42, -1.82], [-0.63, -2.56, -2.42], [-1.47, -1.53, -3.59], [-0.68, 1.44, 1.90], [-0.14, 1.21, 3.30], [0.07, 1.37, 1.12], [-1.60, 0.87, 1.71], [-1.03, 2.48, 1.87], [0.06, 0.18, 3.59], [0.77, 1.77, 3.52], [-0.84, 1.63, 4.03]],
  "nbo_charge": [-0.428, 0.685, -0.533, -0.784, -0.742, 0.412, 0.417, 0.434, 0.416, 0.439, 0.216, 0.214, 0.253, -0.612, -0.617, 0.167, 0.211, 0.218, 0.205, 0.208, 0.220],
  "homo_ev": -14.55,
  "molar_mass_g_mol": 104.2,
  "charge": 1,
  "e_above_lowest_kj_mol": 43.17,
  "e_lumo_ev": -3.246,
  "gap_ha": 0.41553
}

Record 3
{
  "formula": "C28H21N3O2",
  "method": "the ωB97M-V functional and the def2-TZVPD basis",
  "symbols": ["C", "O", "C", "C", "C", "C", "C", "C", "C", "N", "C", "N", "C", "C", "H", "H", "H", "H", "H", "H", "H", "H", "C", "C", "C", "C", "C", "C", "N", "C", "C", "C", "C", "C", "C", "C", "C", "C", "O", "C", "C", "H", "H", "H", "H", "H", "H", "H", "H", "H", "H", "H", "H", "H"],
  "xyz": [[1.93, -1.51, -5.54], [2.86, -1.44, -4.44], [2.37, -1.54, -3.17], [3.33, -1.47, -2.12], [2.90, -1.44, -0.81], [1.53, -1.50, -0.50], [1.07, -1.40, 0.88], [0.08, -2.20, 1.38], [-0.22, -2.16, 2.76], [-0.43, -2.08, 3.92], [-0.70, -3.12, 0.62], [-1.40, -3.83, 0.00], [0.60, -1.61, -1.54], [0.99, -1.60, -2.87], [2.57, -1.55, -6.43], [1.29, -2.41, -5.50], [1.29, -0.61, -5.58], [4.39, -1.42, -2.37], [3.61, -1.39, 0.01], [1.75, -0.91, 1.59], [-0.47, -1.69, -1.32], [0.25, -1.61, -3.67], [0.50, 2.19, -3.94], [1.71, 2.21, -3.24], [1.73, 1.96, -1.87], [0.54, 1.65, -1.17], [0.65, 1.36, 0.31], [-0.36, 0.55, 0.94], [-0.65, 0.83, 2.29], [0.41, 1.06, 3.13], [0.29, 0.99, 4.50], [-0.94, 0.79, 5.07], [-2.08, 0.73, 4.26], [-1.94, 0.75, 2.84], [-3.09, 0.69, 2.04], [-4.36, 0.58, 2.63], [-4.51, 0.54, 4.03], [-3.38, 0.60, 4.83], [1.68, 1.81, 0.87], [-0.67, 1.66, -1.88], [-0.69, 1.93, -3.26], [0.48, 2.40, -5.02], [2.65, 2.41, -3.76], [2.67, 1.98, -1.33], [-1.21, 0.26, 0.34], [1.35, 1.25, 2.64], [1.21, 1.06, 5.07], [-1.05, 0.66, 6.14], [-3.03, 0.75, 0.96], [-5.27, 0.54, 2.01], [-5.50, 0.45, 4.49], [-3.47, 0.52, 5.93], [-1.61, 1.45, -1.35], [-1.64, 1.92, -3.80]],
  "nbo_charge": [-0.258, -0.494, 0.351, -0.271, -0.159, -0.093, 0.031, -0.408, 0.299, -0.355, 0.298, -0.327, -0.164, -0.304, 0.204, 0.185, 0.185, 0.232, 0.219, 0.234, 0.229, 0.228, -0.215, -0.206, -0.174, -0.123, 0.460, -0.268, -0.256, 0.046, -0.237, -0.102, -0.073, 0.164, -0.217, -0.181, -0.199, -0.162, -0.670, -0.145, -0.241, 0.215, 0.216, 0.240, 0.213, 0.279, 0.237, 0.225, 0.226, 0.225, 0.225, 0.223, 0.199, 0.214],
  "homo_ev": -7.27,
  "molar_mass_g_mol": 431.5,
  "charge": 0,
  "e_lumo_ev": -0.993,
  "gap_ha": 0.23054
}

Record 4
{
  "formula": "C30H38N9O2P2PdS3",
  "method": "the ωB97M-V functional and the def2-TZVPD basis",
  "symbols": ["Pd", "C", "N", "C", "C", "N", "C", "P", "C", "N", "C", "C", "N", "C", "C", "N", "C", "C", "N", "C", "H", "H", "H", "H", "H", "H", "H", "H", "H", "H", "H", "H", "H", "H", "H", "N", "C", "C", "C", "C", "C", "C", "S", "N", "C", "C", "C", "C", "C", "C", "N", "H", "H", "H", "H", "H", "H", "H", "H", "H", "C", "C", "C", "O", "P", "S", "S", "O", "C", "C", "C", "H", "H", "H", "H", "H", "H", "H", "H", "H", "H", "H", "H", "H", "H"],
  "xyz": [[-0.57, 0.48, -0.14], [-1.41, 4.83, -3.72], [-1.72, 3.57, -3.09], [-2.87, 2.88, -3.21], [-2.73, 1.76, -2.43], [-1.51, 1.77, -1.84], [-0.91, 2.88, -2.27], [0.70, 3.58, -1.73], [1.69, 2.05, -1.61], [1.55, 1.08, -0.70], [2.63, 0.27, -0.84], [3.43, 0.76, -1.84], [2.83, 1.88, -2.31], [3.33, 2.73, -3.35], [0.16, 3.63, 0.03], [-0.57, 2.72, 0.67], [-0.91, 3.28, 1.86], [-0.37, 4.54, 1.94], [0.30, 4.75, 0.78], [0.98, 5.96, 0.41], [-2.28, 5.20, -4.26], [-0.58, 4.72, -4.42], [-1.13, 5.57, -2.96], [-3.70, 3.21, -3.81], [-3.46, 0.99, -2.28], [2.80, -0.58, -0.21], [4.36, 0.40, -2.22], [4.14, 2.22, -3.88], [3.72, 3.66, -2.94], [2.54, 2.96, -4.07], [-1.56, 2.79, 2.56], [-0.42, 5.27, 2.72], [1.12, 6.58, 1.29], [0.40, 6.51, -0.32], [1.96, 5.73, -0.02], [-2.03, 0.06, 4.10], [-1.10, 0.44, 5.07], [-1.46, 0.49, 6.41], [-0.52, 0.80, 7.38], [0.80, 1.07, 7.02], [1.17, 1.06, 5.69], [0.23, 0.75, 4.71], [0.71, 0.82, 3.02], [-0.64, 0.32, 2.24], [-1.77, -0.05, 2.78], [-2.75, -0.68, 1.87], [-3.72, -1.57, 2.33], [-4.52, -2.23, 1.40], [-4.32, -1.98, 0.06], [-3.35, -1.06, -0.32], [-2.58, -0.43, 0.56], [-2.95, -0.17, 4.45], [-2.48, 0.28, 6.70], [-0.81, 0.82, 8.42], [1.54, 1.29, 7.78], [2.18, 1.29, 5.39], [-3.84, -1.80, 3.38], [-5.27, -2.94, 1.73], [-4.90, -2.48, -0.70], [-3.17, -0.84, -1.36], [1.85, -3.34, -3.83], [2.56, -3.57, -2.51], [4.02, -3.17, -2.51], [1.95, -2.78, -1.45], [0.43, -2.59, -1.07], [0.45, -1.84, 0.82], [-0.49, -1.18, -2.21], [-0.40, -3.91, -1.23], [-0.25, -5.24, -0.60], [0.85, -5.29, 0.44], [-0.07, -6.28, -1.69], [2.28, -3.97, -4.60], [1.93, -2.30, -4.14], [0.79, -3.60, -3.74], [2.46, -4.62, -2.22], [4.13, -2.15, -2.86], [4.58, -3.84, -3.15], [4.43, -3.24, -1.50], [-1.22, -5.39, -0.11], [1.83, -5.14, -0.01], [0.84, -6.27, 0.90], [0.70, -4.54, 1.22], [0.93, -6.23, -2.13], [-0.80, -6.14, -2.48], [-0.20, -7.26, -1.26]],
  "lowdin_charge": [0.752, -0.014, -0.121, -0.017, -0.118, -0.032, -0.451, 1.207, -0.453, -0.029, -0.145, -0.024, -0.121, -0.011, -0.440, -0.010, -0.159, -0.025, -0.120, -0.012, 0.109, 0.102, 0.089, 0.139, 0.092, 0.081, 0.134, 0.108, 0.105, 0.095, 0.097, 0.135, 0.108, 0.101, 0.093, 0.193, -0.190, 0.024, 0.004, -0.006, -0.061, -0.374, 1.150, -0.404, -0.314, -0.201, 0.030, 0.003, 0.011, -0.127, 0.038, 0.168, 0.133, 0.134, 0.133, 0.124, 0.123, 0.133, 0.129, 0.070, -0.042, -0.406, -0.017, -0.305, 0.001, 0.430, 0.611, -0.285, -0.389, -0.055, -0.021, 0.107, 0.086, 0.066, 0.127, 0.074, 0.102, 0.094, 0.150, 0.084, 0.105, 0.038, 0.079, 0.093, 0.102],
  "homo_ev": [-15.79, -15.72],
  "molar_mass_g_mol": 821.3,
  "charge": 3,
  "multiplicity": 5,
  "e_above_lowest_kj_mol": 176.39,
  "e_lumo_ev": [-8.294, -11.064],
  "gap_ha": [0.27547, 0.17106]
}

What did the second record say?
{
  "formula": "C4H14N3",
  "method": "the ωB97M-V functional and the def2-TZVPD basis",
  "symbols": ["C", "C", "N", "N", "N", "H", "H", "H", "H", "H", "H", "H", "H", "C", "C", "H", "H", "H", "H", "H", "H"],
  "xyz": [[-1.05, -1.56, -2.59], [0.73, -0.52, -1.29], [0.03, -0.58, -2.43], [0.87, -1.54, -0.43], [1.48, 0.56, -1.05], [-0.13, 0.32, -2.87], [0.26, -2.34, -0.51], [1.81, -1.83, -0.17], [1.38, 1.33, -1.70], [1.94, 0.72, -0.17], [-1.81, -1.42, -1.82], [-0.63, -2.56, -2.42], [-1.47, -1.53, -3.59], [-0.68, 1.44, 1.90], [-0.14, 1.21, 3.30], [0.07, 1.37, 1.12], [-1.60, 0.87, 1.71], [-1.03, 2.48, 1.87], [0.06, 0.18, 3.59], [0.77, 1.77, 3.52], [-0.84, 1.63, 4.03]],
  "nbo_charge": [-0.428, 0.685, -0.533, -0.784, -0.742, 0.412, 0.417, 0.434, 0.416, 0.439, 0.216, 0.214, 0.253, -0.612, -0.617, 0.167, 0.211, 0.218, 0.205, 0.208, 0.220],
  "homo_ev": -14.55,
  "molar_mass_g_mol": 104.2,
  "charge": 1,
  "e_above_lowest_kj_mol": 43.17,
  "e_lumo_ev": -3.246,
  "gap_ha": 0.41553
}